(1)
Entry from the Open Molecules 2025 dataset: a molecular structure, C36H50BCdN7O4S4 (wB97M-V/def2-TZVPD).

Structure (ORCA input):
```
! RIJCOSX wB97M-V def2-TZVPD def2/J DEFGRID3
* xyz -1 2
Cd 0.5218 2.0339 -2.3743
C 4.1211 1.4217 2.2553
C 2.7375 0.8801 2.4283
C 2.4227 -0.0359 3.3599
C 1.0800 -0.5262 3.4809
N 0.1915 -0.2406 2.5919
N 0.5329 0.6129 1.5931
B -0.4489 0.6856 0.4166
N -1.7096 1.5265 0.6625
N -2.5028 0.6552 1.3435
C -3.6694 1.0226 1.7466
C -4.1105 2.3596 1.5367
C -3.3452 3.2312 0.8563
C -3.8141 4.6289 0.5957
C -2.0634 2.7957 0.3228
S -1.1952 3.8148 -0.6795
C -4.5274 -0.0036 2.4720
C -3.9346 -1.4036 2.3325
C -4.5934 0.3839 3.9549
C -5.9382 -0.0009 1.8693
N -0.4610 -0.4917 -0.4398
N 0.2717 -1.5296 0.0698
C 0.5417 -2.5420 -0.7045
C 0.0929 -2.6246 -2.0324
C -0.6941 -1.6077 -2.5425
C -1.1274 -1.6228 -3.9770
C -1.0134 -0.5246 -1.7236
S -1.8969 0.8593 -2.2514
C 1.3555 -3.6477 -0.0150
C 0.4761 -4.2605 1.0796
C 2.6127 -3.0450 0.6286
C 1.7721 -4.7437 -0.9938
C 1.6750 1.3437 1.5506
S 1.7736 2.6654 0.5578
C 0.6616 -1.3644 4.6872
C 0.8312 -0.4996 5.9470
C -0.7987 -1.7913 4.5908
C 1.5497 -2.6086 4.7957
H 4.7657 1.0989 3.0747
H 4.1068 2.5098 2.1968
H 4.5379 1.0689 1.3079
H 3.1897 -0.3929 4.0398
H -5.0788 2.6770 1.9085
H -4.7855 4.7944 1.0641
H -3.8843 4.8095 -0.4783
H -3.0920 5.3543 0.9755
H -2.9100 -1.4474 2.7006
H -3.9086 -1.7169 1.2854
H -4.5520 -2.1089 2.8969
H -3.5925 0.3870 4.3950
H -5.2097 -0.3333 4.5051
H -5.0284 1.3788 4.0919
H -5.9013 -0.1919 0.7941
H -6.4541 0.9492 2.0281
H -6.5390 -0.7857 2.3364
H 0.3851 -3.4473 -2.6704
H -0.7442 -2.5157 -4.4746
H -0.7441 -0.7314 -4.4805
H -2.2156 -1.6022 -4.0622
H 0.1717 -3.4887 1.7871
H 1.0194 -5.0490 1.6130
H -0.4298 -4.6965 0.6465
H 2.3491 -2.1886 1.2528
H 3.3172 -2.7019 -0.1356
H 3.1203 -3.7960 1.2447
H 0.9065 -5.2403 -1.4395
H 2.3547 -5.5018 -0.4610
H 2.3948 -4.3486 -1.8019
H 0.2437 0.4189 5.8649
H 1.8764 -0.2176 6.1055
H 0.4906 -1.0512 6.8288
H -1.4515 -0.9296 4.4513
H -1.0831 -2.3074 5.5128
H -0.9649 -2.4649 3.7488
H 2.6050 -2.3542 4.9171
H 1.4513 -3.2369 3.9053
H 1.2507 -3.1996 5.6663
O 1.7759 0.1917 -1.7724
N 2.9692 0.1278 -2.3303
C 3.5142 -1.1118 -2.3800
C 4.7574 -1.3428 -2.8896
C 5.4755 -0.2538 -3.3895
C 4.9046 0.9910 -3.3589
C 3.6179 1.2273 -2.8261
S 2.9394 2.8049 -2.8003
H 2.8622 -1.8740 -1.9802
H 5.1480 -2.3505 -2.8995
H 6.4647 -0.3895 -3.8085
H 5.4199 1.8544 -3.7563
C 1.0065 4.5021 -5.5485
C 0.0520 3.3427 -5.3794
C -1.0289 3.3502 -6.4527
O -0.5842 3.5213 -4.0894
C 0.7907 1.9788 -5.4771
O 1.4461 1.7883 -6.5031
O 0.5827 1.1643 -4.5186
H 0.4495 5.4337 -5.6910
H 1.6408 4.3119 -6.4121
H 1.6429 4.6044 -4.6696
H -1.6183 4.2690 -6.3858
H -1.6970 2.4908 -6.3309
H -0.5646 3.2794 -7.4355
H -1.3108 2.8819 -4.0483
*
```

Values from the calculation:
HOMO-LUMO gap (spin up / spin down): 5.49 / 6.91 eV
Lowest unoccupied orbital energy (spin up / spin down): 0.08021 / 0.08010 Eh
HOMO (spin up / spin down): -3.31 / -4.73 eV

Atomic partial charges in e from the Mulliken method, atoms 1 to 6: atom 1 (Cd): 1.72, atom 2 (C): -1.65, atom 3 (C): 0.10, atom 4 (C): -0.54, atom 5 (C): 0.22, atom 6 (N): -0.28

(2)
Entry from the Open Molecules 2025 dataset: a molecular structure, C36H50CaN5O18 at a distorted geometry (wB97M-V/def2-TZVPD).

Structure (ORCA input):
```
! RIJCOSX wB97M-V def2-TZVPD def2/J DEFGRID3
* xyz 1 1
Ca -9.5367 -27.6491 -5.3779
N -11.1290 -25.2943 -5.8087
O -11.8750 -24.3189 -6.0160
O -9.9743 -25.4111 -6.2340
O -11.3734 -26.2091 -5.0032
C -12.5264 -25.5783 -11.0866
C -11.7979 -26.8572 -10.6583
C -10.3460 -26.8959 -11.0074
O -9.7116 -27.4673 -9.8766
C -10.5818 -27.5031 -8.8745
O -10.3554 -27.7930 -7.6699
O -11.7376 -26.9313 -9.2795
H -12.1612 -24.6647 -10.6174
H -13.5797 -25.8328 -10.9695
H -12.6263 -25.4387 -12.1630
H -12.2909 -27.7830 -10.9549
H -9.9168 -25.9217 -11.2415
H -10.1681 -27.5836 -11.8341
C -6.4354 -22.9389 -2.8093
C -6.9901 -24.0635 -1.9721
C -8.3955 -23.8754 -1.5220
O -9.1228 -24.9105 -2.0789
C -8.3701 -25.6259 -2.8643
O -8.7830 -26.4485 -3.6396
O -7.1278 -25.1907 -2.8563
H -5.4403 -23.2854 -3.0882
H -6.3243 -22.0389 -2.2046
H -7.0388 -22.7306 -3.6929
H -6.3195 -24.3096 -1.1488
H -8.9313 -22.9785 -1.8327
H -8.2938 -23.9212 -0.4378
C -16.2409 -28.2378 -2.8382
C -14.7744 -28.6845 -2.6347
C -13.7051 -27.5879 -2.4443
O -12.9813 -27.8873 -1.3091
C -13.6649 -28.7902 -0.6401
O -13.2673 -29.2639 0.4128
O -14.7886 -29.1804 -1.3202
H -16.2601 -27.7651 -3.8202
H -16.4049 -27.3061 -2.2969
H -17.0427 -28.9758 -2.8172
H -14.5105 -29.4629 -3.3507
H -14.1303 -26.5850 -2.4065
H -13.0165 -27.6225 -3.2885
C -3.9998 -24.5481 -7.7422
C -4.7409 -25.4508 -6.7618
C -5.4334 -24.7010 -5.6944
O -6.7941 -25.0745 -5.8317
C -6.9051 -26.1040 -6.6513
O -7.8506 -26.8689 -6.7342
O -5.7701 -26.2207 -7.3622
H -3.0750 -24.2421 -7.2531
H -4.5841 -23.6831 -8.0563
H -3.7394 -25.1416 -8.6185
H -4.0698 -26.2403 -6.4235
H -5.2189 -23.6390 -5.8137
H -5.1114 -25.0159 -4.7018
C -15.7274 -30.9464 -6.3008
C -14.4510 -31.0322 -5.6081
C -13.4605 -32.0063 -6.2221
O -12.3139 -31.2628 -6.1059
C -12.5423 -29.9313 -5.8637
O -11.7361 -29.0058 -5.7495
O -13.8131 -29.7774 -5.7501
H -15.7314 -30.5496 -7.3160
H -16.2666 -30.1024 -5.8707
H -16.3162 -31.8629 -6.3380
H -14.6507 -31.3311 -4.5791
H -13.7338 -32.3102 -7.2326
H -13.3030 -32.9572 -5.7131
N -15.2590 -24.3389 -2.8245
C -14.9914 -24.7452 -4.1384
C -16.2044 -25.0394 -4.6867
C -17.2579 -24.7955 -3.8170
C -16.6305 -24.3862 -2.6709
H -14.5335 -23.9609 -2.2322
H -13.9712 -24.6279 -4.4728
H -16.1895 -25.2812 -5.7392
H -18.3108 -24.7980 -4.0572
H -16.9952 -23.9999 -1.7306
N -9.1004 -22.1379 -6.5917
C -9.8586 -21.7846 -5.5109
C -9.3147 -20.6268 -5.0312
C -8.3327 -20.2257 -5.9389
C -8.2089 -21.2060 -6.9364
H -9.1893 -23.0246 -7.0669
H -10.6140 -22.4216 -5.0751
H -9.5596 -20.1172 -4.1110
H -7.7289 -19.3459 -5.7728
H -7.5041 -21.3220 -7.7465
N -13.0765 -24.0446 -0.3283
C -12.1984 -24.6520 -1.1777
C -11.9332 -23.7660 -2.2625
C -12.5681 -22.5610 -1.9921
C -13.2597 -22.7822 -0.8534
H -13.5208 -24.4703 0.4727
H -11.8176 -25.6444 -0.9867
H -11.2448 -23.9142 -3.0814
H -12.5434 -21.6025 -2.4892
H -13.9117 -22.0680 -0.3726
N -8.2732 -23.0760 -9.5237
C -7.0529 -22.7717 -10.0204
C -6.4497 -23.9924 -10.2947
C -7.2826 -25.0310 -9.8270
C -8.4778 -24.4299 -9.4251
H -8.9879 -22.3677 -9.4366
H -6.7804 -21.7348 -10.1504
H -5.4140 -24.1387 -10.5635
H -7.0566 -26.0861 -9.7809
H -9.4199 -24.8309 -9.0812
*
```

Values from the calculation:
HOMO-LUMO gap: 7.04 eV
Lowest unoccupied orbital energy: -0.08955 Eh
HOMO: -9.48 eV

Atomic partial charges in e from the Mulliken method, atoms 1 to 6: atom 1 (Ca): 2.19, atom 2 (N): 0.80, atom 3 (O): -0.69, atom 4 (O): -0.24, atom 5 (O): -0.41, atom 6 (C): -1.51

(3)
Entry from the Open Molecules 2025 dataset: a molecular structure, C36H50Cl2CrN3O2SSi (wB97M-V/def2-TZVPD).

Structure (ORCA input):
```
! RIJCOSX wB97M-V def2-TZVPD def2/J DEFGRID3
* xyz 0 4
Cr 0.0598 -0.3138 0.7413
C 4.4221 -2.0807 4.9959
C 3.6703 -3.0949 4.1483
N 3.3883 -2.6195 2.7880
C 4.2576 -3.1162 1.7235
C 5.5676 -2.3529 1.6155
C 2.3978 -1.7418 2.5806
S 2.2741 -1.0510 0.9853
N 1.6872 -1.4087 3.6601
C 0.4636 -0.9212 3.6034
O -0.3226 -0.9734 2.6073
C -0.0714 -0.3231 4.8644
C 0.7083 -0.2534 6.0144
C 0.2096 0.3555 7.1536
C -1.0695 0.8974 7.1486
C -1.8532 0.8242 6.0064
C -1.3563 0.2103 4.8667
H 4.5462 -2.4662 6.0078
H 3.8706 -1.1459 5.0506
H 5.4108 -1.8742 4.5901
H 2.7288 -3.3652 4.6252
H 4.2599 -4.0059 4.0372
H 3.7109 -3.0605 0.7848
H 4.4396 -4.1720 1.9337
H 5.3767 -1.3010 1.4062
H 6.1693 -2.7602 0.8035
H 6.1528 -2.4247 2.5304
H 1.7023 -0.6771 6.0024
H 0.8193 0.4115 8.0453
H -1.4553 1.3796 8.0374
H -2.8462 1.2529 5.9974
H -1.9565 0.1424 3.9704
C -0.2176 1.5860 1.4299
Si -0.9970 3.0938 0.6942
C -2.3310 2.6627 -0.5605
N -1.8087 1.8440 -1.6473
C -1.1607 2.6294 -2.7068
C -1.9658 2.6827 -4.0084
C -3.4528 2.8260 -3.7029
C -3.9515 1.6079 -2.9066
C -2.7797 0.9168 -2.2003
C 0.2579 4.2913 -0.0290
C -0.1727 5.4204 -0.7322
C 0.7241 6.3518 -1.2295
C 2.0865 6.1723 -1.0311
C 2.5386 5.0656 -0.3325
C 1.6304 4.1396 0.1653
C -1.8988 3.9848 2.0936
C -1.5697 5.2700 2.5230
C -2.2588 5.8836 3.5615
C -3.3009 5.2225 4.1906
C -3.6487 3.9424 3.7815
C -2.9507 3.3364 2.7491
H -0.7597 1.4030 2.3668
H 0.8127 1.8070 1.7436
H -2.8785 3.5555 -0.9055
H -3.0631 2.0734 0.0045
H -0.1598 2.2452 -2.9020
H -1.0214 3.6454 -2.3406
H -1.7970 1.7791 -4.6023
H -1.6035 3.5152 -4.6152
H -4.0289 2.9486 -4.6215
H -3.6050 3.7406 -3.1218
H -4.4391 0.8883 -3.5703
H -4.7040 1.9156 -2.1777
H -2.2473 0.2719 -2.9041
H -3.1351 0.2598 -1.4018
H -1.2336 5.5804 -0.8941
H 0.3639 7.2152 -1.7727
H 2.7917 6.8943 -1.4215
H 3.5994 4.9192 -0.1768
H 2.0083 3.2786 0.7024
H -0.7574 5.8026 2.0428
H -1.9800 6.8800 3.8775
H -3.8425 5.7017 4.9959
H -4.4635 3.4193 4.2655
H -3.2352 2.3321 2.4502
Cl 1.9931 0.7608 -1.7525
C 1.2303 -0.0935 -3.0992
Cl 1.4010 0.7639 -4.6393
H 0.1786 -0.2038 -2.8509
H 1.7168 -1.0586 -3.1996
C -2.1503 -2.7033 0.0115
C -0.9706 -2.4968 -0.9335
C -1.4138 -2.6708 -2.3834
C 0.1464 -3.4815 -0.6051
O -0.4788 -1.1745 -0.7797
H -2.5088 -3.7340 -0.0239
H -2.9756 -2.0418 -0.2572
H -1.8553 -2.4898 1.0424
H -1.7766 -3.6850 -2.5613
H -0.5770 -2.4891 -3.0585
H -2.2136 -1.9740 -2.6240
H -0.1579 -4.4983 -0.8552
H 0.3992 -3.4472 0.4573
H 1.0466 -3.2331 -1.1698
*
```

Values from the calculation:
HOMO-LUMO gap (spin up / spin down): 7.43 / 7.58 eV
Lowest unoccupied orbital energy (spin up / spin down): -0.00780 / -0.00295 Eh
HOMO (spin up / spin down): -7.65 / -7.66 eV

Atomic partial charges in e from the Mulliken method, atoms 1 to 6: atom 1 (Cr): 0.49, atom 2 (C): -0.96, atom 3 (C): -0.69, atom 4 (N): 0.14, atom 5 (C): -0.75, atom 6 (C): -1.01

(4)
Entry from the Open Molecules 2025 dataset: a molecular structure, C36H50N8O10P2RbS (wB97M-V/def2-TZVPD).

Structure (ORCA input):
```
! RIJCOSX wB97M-V def2-TZVPD def2/J DEFGRID3
* xyz -1 1
Rb 0.6095 -1.0521 0.1077
C 2.9419 -0.6470 3.9436
N 3.2721 0.0545 2.7181
C 4.1551 -0.7066 1.8346
C 4.2918 0.0087 0.5321
N 3.2789 0.3321 -0.2124
C 3.8227 0.9461 -1.3309
C 3.1934 1.4580 -2.4630
C 3.9950 2.0095 -3.4450
C 5.3914 2.0529 -3.3183
C 6.0314 1.5369 -2.2064
C 5.2211 0.9832 -1.2221
N 5.4937 0.3788 -0.0104
C 2.0958 -1.8762 3.7386
N 1.5631 -2.1997 2.6021
C 0.8362 -3.3619 2.8450
C 0.0726 -4.1361 1.9742
C -0.6077 -5.2113 2.5105
C -0.5275 -5.5242 3.8742
C 0.2507 -4.7839 4.7446
C 0.9308 -3.7026 4.1995
N 1.7686 -2.7431 4.7476
H 2.3918 0.0445 4.5894
H 3.8608 -0.9093 4.4782
H 2.3996 0.2462 2.2331
H 3.7825 -1.7159 1.6180
H 5.1313 -0.7985 2.3206
H 2.1192 1.3894 -2.5605
H 3.5404 2.4028 -4.3463
H 5.9825 2.4877 -4.1147
H 7.1103 1.5572 -2.1170
H 6.3945 0.1876 0.3875
H 0.0443 -3.9082 0.9163
H -1.2255 -5.8235 1.8672
H -1.0977 -6.3603 4.2569
H 0.2996 -5.0265 5.7983
H 2.0349 -2.6574 5.7111
C 0.1530 0.9848 5.1529
C -0.7465 -0.0433 4.5575
N -0.9872 -0.1928 3.2792
C -1.8902 -1.2316 3.1873
C -2.2054 -1.6943 4.4432
N -1.4710 -0.9256 5.2944
C -3.0955 -2.7660 5.0298
O -3.7331 -3.4749 4.1999
O -3.0271 -2.8878 6.2580
C -2.3695 -1.7355 1.8777
O -3.1522 -2.7745 1.9026
O -2.0146 -1.2117 0.8288
H 0.6965 1.4791 4.3505
H 0.8706 0.5467 5.8502
H -0.4186 1.7381 5.7001
H -1.5381 -1.0730 6.2907
H -3.3639 -3.1122 2.8922
C 0.1899 5.3896 -2.2214
C -0.3427 4.0517 -2.6930
C 0.1066 3.7133 -4.1002
O 0.1860 3.0331 -1.8200
P -0.6379 2.2743 -0.6967
O 0.2525 1.6011 0.2481
C -1.8232 1.1830 -1.5092
P -1.1258 0.0105 -2.6935
O 0.3085 -0.2233 -2.4980
O -1.4286 0.5890 -4.1522
C -2.7484 0.5700 -4.7443
C -3.1583 2.0021 -5.0259
C -2.6696 -0.2701 -6.0026
O -2.0720 -1.2307 -2.4922
C -1.7530 -2.5934 -2.9454
C -3.0601 -3.1631 -3.4553
C -1.1915 -3.3999 -1.7929
O -1.6438 3.3458 -0.0811
C -1.3087 4.0395 1.1560
C -2.0139 5.3768 1.1036
C -1.7487 3.1863 2.3258
H -0.1517 6.1910 -2.8788
H 1.2805 5.3681 -2.2298
H -0.1438 5.6042 -1.2067
H -1.4358 4.0407 -2.6272
H 1.1955 3.7617 -4.1565
H -0.3113 4.4257 -4.8140
H -0.2106 2.7079 -4.3727
H -2.6005 1.7848 -1.9872
H -2.2938 0.6054 -0.7050
H -3.4417 0.1102 -4.0356
H -2.4524 2.4669 -5.7159
H -3.1826 2.5918 -4.1084
H -4.1524 2.0293 -5.4743
H -1.9598 0.1730 -6.7026
H -3.6470 -0.3280 -6.4846
H -2.3366 -1.2806 -5.7687
H -1.0189 -2.5099 -3.7509
H -3.7796 -3.2106 -2.6367
H -2.9006 -4.1730 -3.8339
H -3.4799 -2.5544 -4.2574
H -1.8572 -3.3214 -0.9311
H -0.1765 -3.1052 -1.5245
H -1.1164 -4.4464 -2.0958
H -0.2240 4.1767 1.1793
H -3.0940 5.2253 1.0724
H -1.7186 5.9520 0.2262
H -1.7739 5.9566 1.9958
H -2.8326 3.0526 2.3009
H -1.4856 3.6781 3.2650
H -1.2781 2.2043 2.2928
S 3.0961 -5.5031 -2.2734
C 2.5136 -4.2868 -1.3226
N 2.0968 -3.4300 -0.6448
*
```

Values from the calculation:
HOMO-LUMO gap: 6.12 eV
Lowest unoccupied orbital energy: 0.06778 Eh
HOMO: -4.27 eV

Atomic partial charges in e from the Mulliken method, atoms 1 to 6: atom 1 (Rb): 1.41, atom 2 (C): -1.59, atom 3 (N): -0.30, atom 4 (C): 0.07, atom 5 (C): -0.41, atom 6 (N): 0.31

Asked for energy above the lowest of the compared OMol25 structures with the same formula, charge and spin across the records above, the calculation gives 106.5, 0.0, 122.5, 67.8 kJ/mol in order.
Asked for E across the records above, the calculation gives -105349.8222, -100880.7391, -118889.9071, -100621.2507 eV in order.